{"formula": "C19H17BrF3N2O2SV", "method": "wB97M-V/def2-TZVPD", "gap_ev": [5.7, 5.7], "e_homo_ha": [-0.6113, -0.6083], "lumo_ev": [-10.89, -10.85], "spin_multiplicity": 2, "energy_ha": -5208.97258, "total_charge": 3, "max_force_ha_per_bohr": 0.0333, "species": ["V", "F", "C", "F", "F", "C", "C", "C", "C", "C", "C", "C", "C", "H", "H", "H", "H", "N", "C", "C", "N", "H", "H", "H", "H", "H", "H", "H", "H", "H", "Br", "C", "C", "C", "C", "C", "C", "C", "O", "O", "H", "H", "H", "H", "S", "C"], "coordinates": [[1.05, 1.07, -0.16], [-3.17, -8.01, 0.15], [-4.04, -7.20, 0.77], [-4.14, -7.59, 2.04], [-5.23, -7.35, 0.18], [-3.56, -5.77, 0.66], [-3.73, -5.11, -0.55], [-3.25, -3.82, -0.70], [-2.57, -3.22, 0.38], [-2.42, -3.89, 1.60], [-2.92, -5.17, 1.73], [-1.98, -1.96, 0.18], [-1.47, -0.86, 0.01], [-4.26, -5.59, -1.37], [-3.38, -3.29, -1.63], [-1.92, -3.40, 2.43], [-2.82, -5.70, 2.67], [3.45, 4.04, -4.31], [3.17, 4.01, -2.82], [2.05, 3.02, -2.47], [1.79, 2.99, -1.00], [4.23, 4.68, -4.51], [2.65, 4.38, -4.85], [3.70, 3.13, -4.68], [2.91, 5.02, -2.52], [4.10, 3.73, -2.33], [2.33, 2.01, -2.79], [1.12, 3.30, -2.97], [1.27, 3.82, -0.73], [2.68, 3.05, -0.51], [1.56, 1.93, 2.15], [2.90, 0.57, 2.64], [3.48, 0.68, 3.87], [4.37, -0.34, 4.23], [4.61, -1.41, 3.39], [3.99, -1.49, 2.14], [3.14, -0.47, 1.75], [2.47, -0.41, 0.44], [1.47, -1.05, 0.09], [2.79, 0.63, -0.37], [3.27, 1.50, 4.55], [4.87, -0.28, 5.19], [5.28, -2.21, 3.70], [4.18, -2.33, 1.48], [-1.04, 1.80, -0.81], [-0.86, 0.31, -0.21]], "lowdin_spin": [1.173, 0.001, 0.001, 0.000, 0.000, 0.009, 0.000, 0.005, 0.004, 0.004, 0.000, -0.007, 0.009, 0.000, 0.000, 0.000, 0.000, 0.000, 0.000, 0.002, 0.001, 0.000, 0.000, 0.000, 0.000, 0.000, 0.001, 0.000, 0.001, 0.000, 0.004, 0.003, 0.001, -0.001, 0.000, -0.001, -0.001, 0.004, 0.022, -0.029, 0.000, 0.000, 0.000, 0.000, -0.108, -0.096]}

---

{"formula": "C19H17F2N5O3", "method": "wB97M-V/def2-TZVPD", "smiles": "COc1cccc(C2=C[C@@H](c3cccc(OC)c3OC(F)F)n3nnnc3N2)c1", "gap_ev": 9.0, "e_homo_ha": -0.3117, "lumo_ev": 0.56, "relative_energy_kj_mol": 0.0, "energy_ha": -1433.41145, "total_charge": 0, "max_force_ha_per_bohr": 0.0350, "species": ["C", "H", "O", "C", "C", "C", "C", "C", "C", "H", "C", "C", "H", "C", "N", "C", "N", "N", "N", "N", "H", "C", "C", "C", "C", "C", "C", "H", "H", "H", "O", "C", "H", "H", "H", "O", "C", "F", "F", "H", "H", "H", "H", "H", "H", "H"], "coordinates": [[-2.65, 2.71, -6.03], [-2.77, 2.01, -6.86], [-2.40, 1.92, -4.90], [-2.21, 2.55, -3.70], [-2.25, 3.92, -3.50], [-2.05, 4.44, -2.23], [-1.81, 3.60, -1.16], [-1.78, 2.22, -1.34], [-1.98, 1.70, -2.62], [-1.97, 0.64, -2.79], [-1.53, 1.33, -0.20], [-0.80, 0.21, -0.29], [-0.34, -0.08, -1.21], [-0.49, -0.68, 0.89], [-1.33, -0.28, 1.99], [-2.06, 0.86, 2.05], [-2.67, 0.91, 3.21], [-2.30, -0.20, 3.85], [-1.51, -0.91, 3.16], [-2.09, 1.73, 1.01], [-2.78, 2.47, 1.03], [0.98, -0.55, 1.25], [1.90, -1.44, 0.71], [3.27, -1.33, 1.00], [3.68, -0.32, 1.86], [2.77, 0.57, 2.39], [1.43, 0.47, 2.08], [0.72, 1.17, 2.50], [3.11, 1.35, 3.05], [4.73, -0.22, 2.11], [4.10, -2.22, 0.40], [5.46, -2.24, 0.79], [5.97, -1.31, 0.50], [5.91, -3.07, 0.25], [5.57, -2.40, 1.86], [1.39, -2.40, -0.16], [1.91, -3.65, -0.17], [2.13, -4.12, 1.08], [0.97, -4.45, -0.71], [2.84, -3.78, -0.75], [-0.69, -1.73, 0.65], [-1.63, 4.03, -0.18], [-2.07, 5.51, -2.09], [-2.43, 4.60, -4.32], [-3.58, 3.29, -5.92], [-1.82, 3.38, -6.25]], "mulliken_charge": [-0.874, 0.246, -0.403, 0.590, -0.414, -0.899, -0.804, 0.664, -0.682, 0.566, 0.273, -1.236, 0.731, 0.265, 0.783, 0.494, -0.510, -0.540, -0.728, -0.086, 0.390, 0.488, 0.282, 0.861, -0.388, -1.347, -0.480, 0.374, 0.379, 0.435, -0.334, -0.996, 0.356, 0.248, 0.412, -0.538, 0.317, -0.294, -0.274, 0.231, 0.470, 0.474, 0.377, 0.414, 0.360, 0.348]}

---

{"formula": "C19H17IN4O2Sn", "method": "wB97M-V/def2-TZVPD", "gap_ev": [5.6, 5.6], "e_homo_ha": [-0.5142, -0.5142], "lumo_ev": [-8.44, -8.39], "relative_energy_kj_mol": 6.5, "energy_ha": -1615.15596, "total_charge": 2, "max_force_ha_per_bohr": 0.0047, "species": ["Sn", "O", "C", "C", "C", "C", "C", "C", "C", "N", "C", "C", "N", "C", "C", "C", "C", "C", "C", "C", "O", "H", "H", "H", "H", "H", "H", "H", "H", "H", "H", "H", "H", "H", "H", "I", "C", "C", "N", "N", "C", "H", "H", "H"], "coordinates": [[-0.01, 0.49, 0.82], [0.72, -1.10, 2.69], [0.04, -2.02, 3.21], [0.08, -2.24, 4.64], [-0.64, -3.24, 5.22], [-1.42, -4.09, 4.42], [-1.48, -3.92, 3.03], [-0.79, -2.91, 2.40], [-0.89, -2.82, 0.95], [-0.52, -1.84, 0.22], [-0.72, -1.96, -1.23], [0.38, -1.21, -1.93], [0.34, 0.21, -1.54], [0.47, 1.06, -2.48], [0.57, 2.52, -2.41], [0.75, 3.20, -3.59], [0.90, 4.60, -3.61], [0.87, 5.34, -2.42], [0.68, 4.71, -1.22], [0.51, 3.27, -1.17], [0.32, 2.71, -0.07], [0.70, -1.56, 5.22], [-0.60, -3.39, 6.29], [-1.99, -4.89, 4.88], [-2.08, -4.60, 2.44], [-1.34, -3.69, 0.48], [-0.73, -3.01, -1.54], [-1.69, -1.52, -1.48], [1.35, -1.61, -1.63], [0.29, -1.31, -3.01], [0.55, 0.68, -3.50], [0.79, 2.65, -4.52], [1.05, 5.10, -4.56], [0.98, 6.42, -2.46], [0.63, 5.24, -0.29], [6.09, 1.76, -0.47], [4.40, 1.00, 0.42], [4.29, 0.39, 1.65], [3.00, 0.06, 1.82], [2.26, 0.42, 0.75], [3.11, 1.00, -0.10], [5.03, 0.16, 2.40], [2.55, -0.42, 2.59], [2.76, 1.39, -1.04]], "mulliken_charge": [1.071, -0.509, 0.330, -0.363, -0.604, -0.527, -0.692, 0.686, -0.102, 0.047, -0.858, -0.803, 0.107, -0.368, 0.712, -0.516, -0.590, -0.552, -0.563, 0.561, -0.516, 0.465, 0.423, 0.443, 0.420, 0.335, 0.482, 0.276, 0.226, 0.522, 0.261, 0.434, 0.449, 0.432, 0.504, 0.216, -0.837, 0.003, -0.007, 0.169, -0.299, 0.488, 0.186, 0.457]}

---

{"formula": "C19H17N3O4S", "method": "wB97M-V/def2-TZVPD", "smiles": "Cc1cc(C(=O)CSc2nnc(-c3ccco3)o2)c(C)n1Cc1ccco1", "gap_ev": 8.6, "e_homo_ha": -0.2919, "lumo_ev": 0.68, "relative_energy_kj_mol": 265.9, "energy_ha": -1597.58464, "total_charge": 0, "max_force_ha_per_bohr": 0.0362, "species": ["C", "C", "C", "C", "C", "N", "C", "C", "C", "C", "C", "O", "H", "H", "H", "H", "H", "C", "H", "H", "H", "C", "O", "C", "H", "H", "S", "C", "N", "N", "C", "C", "C", "C", "C", "O", "H", "H", "H", "O", "H", "H", "H", "H"], "coordinates": [[-1.96, -0.39, -3.83], [-1.88, -0.72, -2.39], [-1.54, 0.06, -1.32], [-1.61, -0.75, -0.15], [-2.00, -2.02, -0.57], [-2.17, -1.98, -1.91], [-2.52, -3.10, -2.74], [-1.30, -3.71, -3.38], [0.00, -3.71, -2.99], [0.70, -4.43, -3.99], [-0.23, -4.81, -4.90], [-1.45, -4.37, -4.54], [-0.16, -5.38, -5.81], [1.75, -4.64, -4.01], [0.42, -3.25, -2.12], [-3.21, -2.78, -3.53], [-3.04, -3.85, -2.13], [-2.21, -3.24, 0.24], [-1.60, -4.07, -0.13], [-3.26, -3.55, 0.21], [-1.95, -3.03, 1.27], [-1.32, -0.35, 1.21], [-1.37, -1.08, 2.18], [-0.95, 1.12, 1.36], [-0.05, 1.37, 0.80], [-1.77, 1.76, 1.04], [-0.60, 1.47, 3.12], [0.75, 2.51, 2.88], [1.31, 2.87, 1.76], [2.33, 3.68, 2.08], [2.35, 3.79, 3.37], [3.27, 4.57, 4.15], [4.32, 5.34, 3.74], [4.89, 5.88, 4.91], [4.14, 5.39, 5.94], [3.16, 4.60, 5.49], [4.21, 5.53, 7.00], [5.73, 6.53, 4.98], [4.63, 5.49, 2.72], [1.36, 3.07, 3.95], [-1.26, 1.09, -1.37], [-1.63, 0.63, -3.98], [-1.33, -1.05, -4.42], [-2.98, -0.47, -4.20]], "mulliken_charge": [-1.563, 0.185, -0.603, 1.014, 0.286, 0.245, -1.212, 0.350, -0.032, -0.694, -0.474, -0.389, 0.472, 0.426, 0.584, 0.285, 0.447, -1.714, 0.351, 0.346, 0.386, 0.706, -0.724, -0.897, 0.564, 0.510, -0.251, 0.395, -0.184, -0.637, 0.475, 0.387, -0.432, -0.414, -0.433, -0.350, 0.452, 0.450, 0.516, -0.297, 0.492, 0.379, 0.316, 0.284]}

---

{"formula": "C19H17N3O5S", "method": "wB97M-V/def2-TZVPD", "smiles": "Cc1cc(C(=O)OCC(=O)Nc2cccc(S(N)(=O)=O)c2)c2ccccc2n1", "gap_ev": 8.8, "e_homo_ha": -0.3309, "lumo_ev": -0.24, "relative_energy_kj_mol": 32.7, "energy_ha": -1672.93085, "total_charge": 0, "max_force_ha_per_bohr": 0.0172, "species": ["C", "C", "N", "C", "C", "C", "C", "C", "C", "C", "C", "H", "C", "O", "O", "C", "H", "H", "C", "O", "N", "C", "C", "C", "C", "C", "C", "H", "H", "H", "S", "O", "O", "N", "H", "H", "H", "H", "H", "H", "H", "H", "H", "H", "H"], "coordinates": [[1.44, -4.08, 1.76], [1.05, -3.28, 0.56], [1.98, -2.96, -0.29], [1.66, -2.23, -1.38], [2.69, -1.96, -2.31], [2.43, -1.23, -3.44], [1.14, -0.74, -3.68], [0.12, -0.99, -2.79], [0.36, -1.72, -1.62], [-0.62, -2.02, -0.63], [-0.29, -2.84, 0.42], [-1.02, -3.08, 1.17], [-1.96, -1.38, -0.57], [-2.96, -1.87, -0.12], [-1.88, -0.09, -0.96], [-2.99, 0.74, -0.67], [-3.06, 0.90, 0.41], [-3.91, 0.27, -1.03], [-2.82, 2.08, -1.40], [-3.45, 2.35, -2.39], [-1.97, 3.00, -0.85], [-1.13, 2.96, 0.26], [-0.35, 1.85, 0.58], [0.46, 1.89, 1.69], [0.56, 3.00, 2.50], [-0.18, 4.13, 2.16], [-1.01, 4.11, 1.05], [-1.60, 4.98, 0.80], [-0.11, 5.02, 2.76], [1.21, 2.98, 3.36], [1.37, 0.40, 2.08], [0.46, -0.71, 2.05], [2.17, 0.62, 3.25], [2.37, 0.27, 0.74], [3.31, 0.57, 0.95], [2.38, -0.67, 0.36], [-0.35, 0.96, -0.03], [-2.05, 3.90, -1.30], [-0.87, -0.62, -3.00], [0.94, -0.18, -4.58], [3.21, -1.03, -4.15], [3.67, -2.37, -2.11], [1.32, -3.45, 2.65], [2.47, -4.40, 1.68], [0.79, -4.95, 1.87]], "mulliken_charge": [-1.355, 0.877, -0.613, -0.535, -0.387, -0.503, -0.719, -0.593, 0.976, 0.907, -0.870, 0.451, 0.193, -0.608, -0.097, -0.804, 0.458, 0.455, 0.433, -0.636, -0.104, -0.262, 0.421, -0.100, -0.418, -0.774, -0.537, 0.422, 0.385, 0.544, 1.332, -0.497, -0.724, -0.445, 0.292, 0.172, 0.211, 0.256, 0.484, 0.424, 0.400, 0.489, 0.288, 0.360, 0.350]}

---

{"formula": "C19H17N5O5", "method": "wB97M-V/def2-TZVPD", "smiles": "N#Cc1cc([N+](=O)[O-])cc2c1no[n+]2[O-].C(=C\\N1CCOCC1)/c1ccccc1", "gap_ev": 5.3, "e_homo_ha": -0.2943, "lumo_ev": -2.68, "relative_energy_kj_mol": 43.3, "energy_ha": -1383.86800, "total_charge": 0, "max_force_ha_per_bohr": 0.0703, "species": ["N", "C", "C", "C", "C", "N", "O", "O", "C", "C", "N", "O", "O", "N", "C", "H", "H", "C", "C", "C", "C", "C", "C", "N", "C", "C", "O", "C", "C", "C", "C", "H", "H", "H", "H", "H", "H", "H", "H", "H", "H", "H", "H", "H", "H", "H"], "coordinates": [[-1.38, -5.66, 2.83], [-0.93, -4.58, 2.77], [-0.35, -3.27, 2.67], [1.01, -2.97, 2.55], [1.46, -1.63, 2.32], [2.85, -1.36, 2.44], [3.64, -2.32, 2.59], [3.25, -0.17, 2.43], [0.55, -0.55, 2.14], [-0.78, -0.86, 2.38], [-1.93, -0.07, 2.29], [-2.10, 1.14, 2.17], [-3.03, -0.95, 2.36], [-2.60, -2.29, 2.55], [-1.26, -2.17, 2.60], [1.75, -3.76, 2.68], [0.89, 0.47, 2.05], [1.84, 5.08, 0.71], [1.00, 4.36, 1.56], [0.46, 3.14, 1.17], [0.76, 2.58, -0.10], [0.16, 1.31, -0.50], [-0.05, 1.00, -1.82], [-0.68, -0.13, -2.30], [-1.52, -0.01, -3.51], [-2.38, -1.26, -3.61], [-1.57, -2.44, -3.60], [-0.80, -2.57, -2.41], [0.11, -1.37, -2.21], [1.58, 3.34, -0.98], [2.12, 4.56, -0.57], [2.29, 6.03, 1.03], [0.75, 4.76, 2.55], [-0.25, 2.61, 1.81], [-0.37, 0.73, 0.29], [0.23, 1.76, -2.58], [-2.15, 0.88, -3.42], [-0.91, 0.07, -4.43], [-3.10, -1.27, -2.77], [-2.92, -1.31, -4.56], [-1.45, -2.69, -1.53], [-0.19, -3.47, -2.56], [0.89, -1.38, -3.00], [0.59, -1.38, -1.23], [1.76, 2.96, -1.99], [2.76, 5.12, -1.25]], "mulliken_charge": [-0.454, -0.182, 0.177, -0.438, -0.328, 0.971, -0.592, -0.567, -0.024, -0.018, 0.768, -0.627, -0.193, -0.585, 0.816, 0.574, 0.721, -0.451, -0.696, 0.079, 0.537, 0.299, -1.075, 0.201, -0.489, -0.621, -0.369, -0.532, -0.387, -0.590, -0.612, 0.360, 0.380, 0.190, 0.423, 0.210, 0.410, 0.327, 0.310, 0.334, 0.295, 0.322, 0.217, 0.251, 0.301, 0.359]}